{"formula": "C14H23NO3", "method": "ωB97M-V/def2-TZVPD", "elements": ["C", "C", "C", "C", "C", "C", "C", "C", "N", "O", "C", "C", "C", "C", "H", "H", "H", "H", "H", "H", "H", "H", "H", "H", "H", "H", "H", "H", "H", "H", "H", "H", "H", "H", "C", "C", "O", "O", "H", "H", "H"], "coordinates": [[-2.14570, 2.94243, 2.32841], [-0.76374, 2.82399, 1.99233], [0.81100, 2.42114, 1.59761], [0.75657, 1.04153, 0.71573], [1.01217, 1.25001, -0.90247], [0.57920, -0.13736, -1.65754], [1.34343, -0.27763, -3.13233], [-1.03993, 0.03598, -2.04035], [0.67147, -1.39044, -0.82299], [-0.49835, -1.75188, -0.27107], [1.81885, -1.38129, 0.15698], [3.24538, -1.64440, -0.64280], [1.60708, -2.73744, 1.11379], [1.85125, -0.11189, 1.19293], [-3.33577, 2.90996, 2.41106], [1.22598, 3.36192, 1.01897], [1.36350, 2.22814, 2.62949], [-0.33884, 0.59373, 0.86229], [0.48293, 2.22135, -1.30581], [2.18221, 1.46128, -1.01158], [0.84930, -1.23934, -3.63490], [2.50906, -0.35427, -3.03565], [1.07348, 0.66591, -3.81098], [-1.68205, 0.41374, -1.13262], [-1.07081, 0.89520, -2.86759], [-1.48083, -0.93698, -2.55826], [3.01449, -2.03683, -1.74524], [3.79619, -2.56131, -0.11239], [3.98103, -0.73486, -0.62047], [2.60854, -2.83135, 1.74397], [0.73605, -2.60149, 1.88397], [1.53129, -3.72442, 0.46730], [1.69629, -0.38733, 2.32197], [2.91837, 0.40863, 1.07488], [-4.29680, -0.44553, 1.18394], [-4.71482, 1.00587, 1.02267], [-5.02675, 1.59918, 2.09240], [-4.69612, 1.43334, -0.16551], [-4.33331, -0.75618, 2.23247], [-4.96709, -1.09098, 0.60847], [-3.27419, -0.58012, 0.81890]], "forces_ev_per_angstrom": [[9.817, -1.244, -2.885], [-8.912, 0.192, 2.096], [-2.058, 0.313, 0.791], [-0.546, -0.765, -0.396], [1.064, -0.084, 1.395], [-2.007, 1.705, -2.533], [-0.760, -0.139, 0.295], [0.430, 0.786, -0.947], [-1.161, 1.580, 1.952], [2.597, 0.397, -1.144], [1.015, -2.440, 1.724], [-0.107, -1.016, -0.022], [1.073, 0.285, 0.254], [0.248, 1.759, -0.861], [2.585, -0.149, -0.299], [-0.557, -2.119, 1.216], [-1.012, 0.582, -2.294], [2.409, 0.955, -0.333], [0.692, -2.259, 0.656], [-2.312, -0.564, 0.067], [1.396, 2.035, 0.941], [-2.312, 0.039, -0.250], [0.589, -2.053, 1.649], [1.217, -1.031, -1.823], [0.056, -1.769, 1.788], [0.954, 2.054, 1.437], [0.579, 1.125, 2.414], [-1.145, 2.127, -1.063], [-1.555, -1.636, -0.264], [-2.019, 0.225, -1.231], [1.526, -0.389, -1.820], [-0.135, 2.143, 1.305], [0.208, 0.268, -2.305], [-2.140, -1.146, 0.421], [0.130, -0.682, 0.340], [-0.057, 0.278, -0.676], [0.223, 0.538, -0.315], [-0.070, 0.068, 1.007], [0.004, 0.055, -0.092], [0.150, 0.031, -0.087], [-0.097, -0.053, -0.107]], "s_squared": 0.7545, "mol_weight_g_mol": 253.342, "gap_ev": [6.65, 6.28], "energy_ev": -22514.621, "multiplicity": 2, "total_charge": -1}

{"formula": "C28H39N7O7P2Rb", "method": "ωB97M-V/def2-TZVPD", "elements": ["Rb", "C", "C", "N", "C", "C", "C", "C", "C", "C", "C", "N", "C", "C", "C", "C", "C", "C", "C", "C", "N", "C", "H", "H", "H", "H", "H", "H", "H", "H", "H", "H", "H", "H", "N", "C", "C", "C", "C", "N", "H", "H", "H", "H", "H", "H", "H", "H", "H", "H", "H", "H", "O", "P", "O", "O", "O", "P", "O", "O", "O", "H", "H", "C", "C", "N", "C", "C", "N", "C", "C", "H", "H", "H", "H", "H", "H", "H", "H", "H", "H", "H", "H", "H"], "coordinates": [[0.42848, 1.07305, 0.68487], [4.16449, 0.54660, -2.97567], [3.63065, 0.79169, -1.69106], [2.96663, -0.10877, -1.01401], [2.77134, -1.33997, -1.54439], [3.23027, -1.67248, -2.84173], [3.94373, -0.67433, -3.54781], [3.02052, -2.97198, -3.36514], [2.41328, -3.90583, -2.56605], [1.99129, -3.61115, -1.26174], [2.11649, -2.33506, -0.70355], [1.64527, -1.94646, 0.50283], [1.75451, -2.73850, 1.58255], [2.67973, -3.78370, 1.73525], [2.81694, -4.50009, 2.92768], [2.04884, -4.23551, 4.03267], [1.09205, -3.19664, 3.94693], [0.26229, -2.85714, 5.04045], [-0.65482, -1.85539, 4.92001], [-0.74822, -1.18583, 3.68312], [0.00209, -1.46722, 2.64876], [0.92795, -2.45428, 2.75097], [4.72252, 1.32057, -3.48843], [3.73442, 1.76333, -1.21594], [4.32752, -0.90571, -4.53676], [3.36643, -3.21348, -4.36314], [2.25977, -4.91138, -2.94391], [1.53985, -4.39142, -0.65964], [3.33197, -4.02094, 0.90508], [3.56580, -5.28450, 2.97346], [2.15914, -4.79127, 4.95561], [0.37434, -3.40546, 5.96989], [-1.29955, -1.57161, 5.74216], [-1.46945, -0.38754, 3.54414], [-1.41230, -2.88708, -1.32496], [-2.25437, -3.21526, -0.17027], [-3.58848, -2.48156, -0.26530], [-3.44586, -0.97490, -0.05145], [-3.44052, -0.56613, 1.41687], [-2.63662, 0.63513, 1.60710], [-0.61641, -3.51470, -1.36377], [-0.98311, -1.97760, -1.19144], [-1.76189, -2.99276, 0.78675], [-2.44009, -4.29194, -0.19087], [-4.29501, -2.88607, 0.46846], [-4.00280, -2.68738, -1.25605], [-4.23741, -0.43182, -0.57657], [-2.50934, -0.63066, -0.49208], [-3.00074, -1.37110, 2.01578], [-4.47972, -0.45148, 1.75695], [-2.86445, 1.11235, 2.46990], [-2.73750, 1.30656, 0.84977], [1.94477, 5.53992, 0.29512], [1.14394, 4.14013, 0.34292], [2.09388, 3.00944, 0.13647], [0.22577, 4.15047, 1.52408], [0.20317, 4.26445, -0.99360], [-1.35767, 3.78925, -1.08314], [-2.03750, 4.59983, 0.10769], [-1.88635, 4.23646, -2.40568], [-1.37740, 2.30709, -0.80037], [2.75510, 5.42348, -0.20878], [-1.42406, 4.54873, 0.87964], [0.05898, 2.37339, -3.87836], [0.56938, 1.09211, -3.19570], [-0.26403, -0.05133, -3.55162], [-0.29151, -0.20544, -4.99334], [-0.93400, 1.04194, -5.66983], [-1.22905, 2.01655, -4.57681], [-2.24353, 1.41876, -3.63174], [-1.61733, 0.14217, -3.04198], [0.72802, 2.74187, -4.65788], [-0.18197, 3.18018, -3.19159], [0.53014, 1.25410, -2.12680], [1.59356, 0.87723, -3.48664], [-0.86248, -1.09985, -5.24244], [0.72978, -0.34590, -5.34944], [-1.87659, 0.81746, -6.16804], [-0.26511, 1.53378, -6.37549], [-1.62639, 2.87782, -4.94348], [-3.13153, 1.22917, -4.23690], [-2.44625, 2.18453, -2.88335], [-2.20596, -0.74761, -3.26700], [-1.56559, 0.28050, -1.96583]], "forces_ev_per_angstrom": [[0.096, -1.398, 0.743], [-0.052, -0.024, 0.023], [0.071, 0.060, -0.017], [-0.124, 0.091, 0.054], [-0.052, 0.001, 0.120], [0.055, -0.030, -0.082], [-0.002, -0.001, -0.002], [-0.018, 0.025, 0.058], [-0.004, -0.005, -0.013], [-0.039, 0.017, 0.000], [0.073, 0.127, -0.055], [-0.051, -0.064, -0.033], [-0.060, 0.032, -0.044], [0.023, -0.066, 0.020], [0.012, 0.016, -0.020], [-0.026, 0.045, -0.036], [0.017, -0.088, 0.081], [0.000, 0.006, -0.003], [0.001, 0.006, -0.055], [0.008, -0.017, 0.073], [0.054, 0.038, -0.027], [-0.061, 0.047, -0.122], [0.001, -0.004, 0.000], [-0.026, -0.017, -0.015], [-0.007, -0.005, 0.002], [0.003, -0.004, -0.001], [-0.005, -0.001, 0.000], [0.003, -0.001, -0.025], [0.001, -0.002, 0.027], [-0.001, 0.001, -0.001], [0.000, -0.001, 0.001], [-0.002, -0.001, -0.003], [-0.002, 0.001, -0.001], [0.013, 0.018, 0.014], [0.028, -0.010, -0.044], [0.004, -0.032, 0.032], [-0.026, 0.008, 0.000], [0.006, 0.026, -0.020], [0.018, -0.037, -0.002], [0.012, 0.208, 0.051], [-0.012, -0.008, 0.004], [0.035, 0.035, 0.031], [-0.026, 0.028, -0.012], [-0.001, -0.002, -0.004], [0.023, -0.011, 0.012], [-0.004, 0.016, 0.003], [-0.001, 0.010, 0.006], [0.015, -0.036, 0.030], [0.011, 0.002, -0.030], [-0.005, -0.013, 0.007], [-0.036, 0.029, -0.029], [-0.002, -0.035, -0.044], [-0.042, 0.085, -0.017], [-0.160, 0.168, -0.009], [0.340, 0.591, -0.209], [0.035, -0.042, -0.104], [0.067, 0.091, -0.093], [0.021, 0.064, 0.219], [-0.093, 0.039, -0.007], [-0.021, -0.026, -0.037], [-0.377, 0.207, -0.328], [0.058, -0.053, -0.002], [0.067, -0.031, -0.006], [-0.069, 0.012, -0.090], [0.003, 0.089, -0.075], [-0.028, -0.028, -0.009], [-0.030, 0.017, -0.007], [-0.027, 0.078, 0.057], [0.034, -0.054, 0.004], [0.030, 0.088, -0.094], [0.007, 0.052, 0.020], [0.012, -0.010, 0.001], [0.085, -0.043, -0.070], [0.049, -0.122, 0.133], [0.082, 0.002, 0.023], [0.003, -0.009, -0.004], [-0.003, 0.002, 0.007], [0.008, -0.030, -0.008], [0.002, -0.025, -0.008], [-0.010, 0.048, 0.061], [-0.014, -0.018, 0.021], [0.015, -0.085, -0.034], [-0.013, -0.002, 0.038], [0.030, -0.032, -0.028]], "mol_weight_g_mol": 733.078, "gap_ev": 5.15, "energy_ev": -73676.372, "total_charge": -1}

{"formula": "C20H50F6HfN4O12S2", "method": "ωB97M-V/def2-TZVPD", "elements": ["Hf", "C", "F", "F", "F", "S", "O", "O", "O", "C", "F", "F", "F", "S", "O", "O", "O", "C", "C", "C", "O", "C", "N", "H", "H", "H", "H", "H", "H", "H", "H", "H", "H", "H", "C", "C", "C", "O", "C", "N", "H", "H", "H", "H", "H", "H", "H", "H", "H", "H", "H", "C", "C", "C", "O", "C", "N", "H", "H", "H", "H", "H", "H", "H", "H", "H", "H", "H", "C", "C", "C", "O", "C", "N", "H", "H", "H", "H", "H", "H", "H", "H", "H", "H", "H", "C", "C", "O", "O", "H", "H", "H", "H", "H", "H"], "coordinates": [[0.11540, -0.65388, 0.08380], [5.04492, -0.10301, -0.80466], [6.31145, -0.50556, -0.65000], [4.85382, 1.15850, -0.45316], [4.70597, -0.30050, -2.07816], [3.82020, -1.18735, 0.26074], [2.47521, -0.80127, -0.18364], [4.01742, -2.57652, -0.07319], [4.03218, -0.83031, 1.65283], [-4.58738, -0.94284, -1.76141], [-4.60702, 0.08911, -2.57052], [-4.85708, -0.42373, -0.55722], [-5.57599, -1.81014, -2.07644], [-2.83787, -1.84849, -1.78170], [-2.83001, -3.15035, -1.08558], [-2.57905, -2.08616, -3.21004], [-1.85760, -0.96354, -1.09852], [1.42136, -2.51853, 4.20130], [0.66953, -1.33918, 3.49278], [0.75732, -0.08397, 4.41498], [0.10083, 0.98673, 3.86619], [-0.00860, 2.10114, 4.74466], [1.24814, -1.24498, 2.19580], [1.13060, -2.40692, 5.24586], [2.47346, -2.23367, 4.20773], [1.17382, -3.55246, 3.96084], [-0.35758, -1.69689, 3.42066], [1.77736, 0.24367, 4.61564], [0.29159, -0.28592, 5.37955], [-0.40569, 1.79848, 5.71359], [-0.61189, 2.78050, 4.14250], [1.00266, 2.49019, 4.86342], [2.06944, -0.68593, 2.37753], [1.61849, -2.15897, 2.41393], [2.53116, -1.94258, -3.69243], [1.40886, -0.96304, -3.08397], [0.56126, -0.45704, -4.32216], [-0.45547, 0.40500, -3.86068], [-1.22796, 0.79215, -5.03227], [0.56768, -1.68523, -2.10003], [2.21535, -2.66226, -4.44769], [3.16319, -2.34780, -2.90222], [3.25851, -1.29495, -4.18198], [1.84983, -0.12577, -2.54304], [0.10635, -1.29682, -4.84745], [1.18051, 0.10356, -5.02241], [-0.69143, 1.50622, -5.65704], [-2.12435, 1.29571, -4.67033], [-1.70877, 0.00045, -5.60686], [0.99227, -2.59986, -2.15733], [-0.21769, -1.85065, -2.71316], [0.07673, 3.47828, -2.30092], [0.84615, 2.29959, -1.66850], [1.63914, 2.73028, -0.39999], [1.70291, 1.65102, 0.57186], [2.66177, 1.96443, 1.58544], [-0.12386, 1.22027, -1.47024], [-0.65315, 3.66766, -1.51383], [-0.34771, 3.18674, -3.26162], [0.77777, 4.30999, -2.37095], [1.55780, 1.89543, -2.38845], [1.35356, 3.66550, 0.08157], [2.66501, 2.86871, -0.74134], [2.73272, 1.23703, 2.39411], [2.45930, 3.00000, 1.85878], [3.67967, 1.84562, 1.21416], [-0.32752, 0.90135, -2.40667], [-1.01124, 1.67218, -1.30161], [-2.68408, 1.22477, 3.10617], [-2.41098, 0.95270, 1.62148], [-3.13314, 1.97889, 0.71063], [-2.66686, 1.94054, -0.62219], [-3.32005, 2.83177, -1.52292], [-0.92656, 1.03566, 1.54630], [-3.69019, 1.00262, 3.46182], [-2.46162, 2.20982, 3.51642], [-2.09727, 0.65593, 3.82740], [-2.74905, -0.01960, 1.26310], [-3.08096, 2.99274, 1.10747], [-4.20155, 1.79059, 0.81625], [-4.35159, 2.49417, -1.62319], [-3.05352, 2.80836, -2.57957], [-3.10375, 3.86816, -1.26365], [-0.74760, 1.13496, 2.53534], [-0.91872, 2.04381, 1.48581], [-0.26054, -3.95857, 0.19334], [-1.05169, -3.42559, 1.31851], [-1.40391, -2.03066, 1.38296], [0.75831, -3.01109, 0.18477], [-0.69899, -4.09093, -0.79578], [0.04378, -4.94810, 0.53441], [-0.55008, -3.56775, 2.27574], [-1.87532, -4.13528, 1.39639], [-2.06829, -2.05579, 2.07547], [1.61046, -3.45055, 0.13667]], "forces_ev_per_angstrom": [[1.231, 0.214, -1.004], [-0.479, -1.921, 0.497], [-1.187, 0.679, 0.264], [0.493, 0.003, -0.340], [-0.042, 0.426, 0.062], [1.499, -1.243, 1.073], [-2.712, 1.193, -1.071], [0.370, 0.343, -0.219], [0.162, 0.279, -0.715], [-0.583, -0.695, 0.744], [0.460, -0.137, -0.972], [0.371, -0.609, 0.487], [1.597, 0.774, 0.189], [0.138, -4.342, -1.920], [-1.118, 2.175, 0.072], [-0.231, 1.752, 1.681], [0.838, 1.644, 0.975], [-0.597, 1.846, 1.982], [-1.595, -0.566, 3.750], [0.193, -1.211, -0.034], [-0.406, 0.692, -0.120], [0.791, -0.119, -0.832], [-0.137, 0.949, -0.661], [0.087, -0.389, 0.262], [0.295, -0.676, -0.248], [0.180, 0.230, -0.653], [-0.215, 0.593, 0.068], [0.565, -0.493, -0.004], [0.065, -0.517, 0.190], [-0.344, 0.234, -0.061], [-0.020, 0.419, 0.853], [-0.060, 0.382, 0.292], [0.715, 0.443, -0.760], [0.973, -0.679, -2.899], [0.088, 2.182, 0.787], [1.280, -0.295, -2.391], [1.027, -0.252, 1.666], [-0.947, -0.365, -2.438], [-1.318, 1.015, 0.950], [-0.074, 0.170, -1.053], [-0.409, -0.086, 0.406], [-0.436, -0.537, 0.175], [-0.102, 0.120, -0.351], [0.392, -0.092, -0.460], [0.040, -0.266, 0.010], [0.375, -0.194, -0.014], [0.280, -0.295, -0.052], [0.169, 0.364, 0.337], [0.882, -0.647, 0.080], [0.175, -0.410, 1.066], [-1.432, -0.082, 0.555], [1.221, -0.636, 1.185], [0.419, 0.324, -0.125], [0.605, -1.280, -0.395], [-0.897, -0.158, -0.388], [0.690, 0.076, -0.419], [0.549, -0.702, 2.171], [-0.453, 0.645, -0.486], [-0.071, 0.249, 0.141], [-0.358, 0.232, -0.325], [0.268, 0.188, 0.079], [-0.583, -0.019, 0.021], [0.128, 0.293, -0.017], [-1.061, 0.216, 0.172], [0.286, -0.140, 0.691], [-0.084, 0.588, -0.408], [0.101, -0.828, -0.678], [-0.642, -0.086, 1.096], [-1.618, -0.588, 1.253], [-0.918, 0.376, 0.064], [-0.297, 0.198, 0.582], [0.482, -0.446, -0.346], [-0.845, 0.067, -0.191], [-1.239, 0.248, -1.565], [-0.348, 0.188, -0.514], [-0.184, 0.566, -0.960], [0.190, -0.749, -0.669], [-0.058, -0.106, 0.378], [0.651, 0.351, 0.176], [-0.243, -0.431, -0.464], [-0.423, 0.810, 0.644], [1.189, -0.902, 0.127], [-0.732, 0.100, 0.466], [1.560, -1.756, 0.597], [1.320, 0.759, -1.709], [-0.648, -0.003, 0.372], [-1.652, -2.323, 1.683], [0.407, -0.322, -1.469], [1.762, 0.829, -0.670], [-0.455, 0.354, 0.241], [0.432, -0.003, -0.040], [0.744, -0.420, -0.244], [-1.001, 0.778, -0.001], [-0.368, 0.923, -0.003], [0.887, 0.541, -0.254]], "mol_weight_g_mol": 895.248, "gap_ev": 9.28, "energy_ev": -91348.256, "total_charge": 2}